No. 1
97
Properties=species:S:1:pos:R:3:forces:R:3:mulliken_spin:R:1 method="wB97M-V/def2-TZVPD" de_lowest_kcal_mol=0.00 total_charge=+1 homo_lumo_gap_ev="7.9 / 5.1" e_homo_ev="-11.3 / -11.3" spin_multiplicity=3
O -1.877 0.548 -0.210 -0.79 0.25 -0.21 0.00
O 0.237 -2.242 -3.755 0.19 0.04 -0.67 0.00
C -3.021 -0.328 -0.134 0.32 -0.30 -0.13 0.00
C -4.324 0.348 0.260 -0.17 0.14 -0.12 0.00
H -2.741 -1.086 0.612 -0.08 0.19 -0.33 0.00
H -3.156 -0.818 -1.112 0.10 -0.04 0.27 0.00
H -4.213 0.904 1.201 -0.09 -0.12 -0.29 0.00
H -5.115 -0.408 0.378 0.31 0.15 0.05 0.00
H -4.668 1.034 -0.530 0.02 -0.16 0.37 0.00
C -2.101 1.661 -1.087 0.07 0.21 0.45 0.00
C -2.152 1.349 -2.576 -0.02 -0.05 0.11 0.00
H -1.269 2.343 -0.867 -0.09 -0.07 -0.12 0.00
H -3.032 2.189 -0.798 0.47 -0.13 -0.05 0.00
H -1.261 0.806 -2.918 -0.23 0.08 0.11 0.00
H -2.214 2.309 -3.103 0.05 -0.18 -0.03 0.00
H -3.053 0.782 -2.837 0.22 0.02 0.01 0.00
C 1.562 -2.163 -4.318 -0.45 -0.19 0.36 0.00
C -0.768 -2.799 -4.615 0.36 0.09 0.28 0.00
C 1.919 -0.750 -4.738 -0.07 0.10 -0.06 0.00
H 1.677 -2.853 -5.174 -0.09 0.08 0.40 0.00
H 2.223 -2.481 -3.497 -0.01 -0.06 -0.35 0.00
H 1.240 -0.382 -5.517 0.16 -0.04 0.23 0.00
H 2.936 -0.734 -5.141 -0.04 0.03 0.04 0.00
H 1.877 -0.079 -3.872 -0.05 -0.06 -0.18 0.00
C -0.965 -2.053 -5.925 -0.03 0.02 -0.02 0.00
H -1.683 -2.759 -4.012 0.17 -0.13 -0.16 0.00
H -0.516 -3.854 -4.825 -0.15 0.21 0.09 0.00
H -1.147 -0.984 -5.756 0.07 -0.21 -0.01 0.00
H -1.843 -2.467 -6.429 0.11 0.04 -0.04 0.00
H -0.102 -2.176 -6.592 -0.21 0.10 0.12 0.00
H 0.489 -3.007 -1.499 0.21 -0.30 0.42 0.00
N -0.806 2.810 2.559 1.24 -0.80 1.33 0.44
C -0.021 3.342 3.512 -2.44 0.50 -0.79 -0.03
C 1.250 2.860 3.825 0.05 0.24 0.42 0.29
C 2.099 2.041 3.057 1.08 -1.91 -1.33 0.02
C -0.518 4.497 4.345 0.37 0.22 0.28 0.04
H -1.527 4.337 4.751 0.20 -0.01 -0.41 0.00
H -0.486 5.435 3.777 -0.16 -0.20 0.10 -0.01
H 0.169 4.598 5.193 -0.27 0.20 -0.14 -0.01
C 3.552 2.047 3.467 0.08 0.45 0.01 0.06
H 4.205 2.213 2.601 -0.12 -0.19 0.19 0.00
H 3.818 1.101 3.963 -0.07 0.27 -0.26 0.00
H 3.684 2.871 4.171 0.32 -0.23 -0.08 -0.01
N 1.704 1.270 2.067 -0.54 0.39 1.05 0.49
C -2.032 3.401 2.123 -0.68 0.76 -0.06 -0.05
C -3.274 2.985 2.650 0.19 0.28 -0.11 0.02
C -3.382 1.958 3.732 -0.08 -0.37 0.29 0.00
C -4.446 3.599 2.196 0.17 0.23 -0.13 -0.01
H -5.405 3.280 2.617 0.38 0.10 -0.19 0.00
C -4.399 4.626 1.254 -0.12 -0.24 -0.16 0.02
H -5.328 5.063 0.875 0.38 -0.07 0.26 0.00
C -3.170 5.048 0.750 -0.03 -0.16 0.13 -0.01
H -3.113 5.866 0.024 -0.06 -0.35 0.23 0.00
C -1.985 4.446 1.169 -0.11 -0.14 0.47 0.05
C -0.682 4.938 0.627 0.36 0.10 -0.40 -0.01
C 2.524 0.518 1.202 0.42 -0.50 -0.46 0.06
C 2.979 -0.780 1.543 0.19 0.44 0.21 0.07
C 2.540 -1.428 2.812 -0.18 -0.43 0.18 -0.01
C 3.887 -1.422 0.700 -0.10 0.09 -0.25 -0.03
H 4.297 -2.388 1.009 -0.24 0.30 -0.16 0.00
C 4.259 -0.858 -0.521 -0.14 -0.02 0.19 0.07
H 4.933 -1.397 -1.189 -0.14 0.21 0.24 0.00
C 3.735 0.380 -0.900 -0.02 -0.01 0.11 -0.03
H 4.019 0.837 -1.853 -0.15 -0.20 0.31 0.00
C 2.863 1.065 -0.063 -0.25 0.06 0.43 0.06
C 2.269 2.379 -0.452 -0.06 0.42 -0.30 -0.01
Au -0.597 0.661 2.763 0.01 0.08 -1.40 0.37
H -3.892 1.057 3.368 0.10 0.13 0.10 0.01
H -3.969 2.344 4.580 0.25 -0.12 -0.24 0.00
H -2.397 1.639 4.096 -0.37 0.10 0.18 0.00
H 0.097 4.176 0.717 0.01 0.16 -0.04 0.01
H -0.340 5.858 1.124 -0.08 -0.25 -0.03 0.00
H -0.792 5.178 -0.438 0.08 -0.02 0.22 0.00
H 2.772 -2.500 2.765 0.02 0.31 0.20 0.00
H 1.450 -1.349 2.947 0.32 0.02 0.02 0.00
H 3.031 -0.992 3.695 -0.14 -0.16 -0.17 0.01
H 2.379 3.122 0.349 0.05 -0.06 -0.23 0.00
H 1.192 2.295 -0.660 0.21 -0.10 0.08 0.01
H 2.755 2.756 -1.357 -0.11 0.05 0.19 0.00
H 1.716 3.314 4.701 -0.17 -0.17 -0.32 -0.01
C 1.131 -3.434 -0.704 0.28 0.16 -0.13 -0.01
Si 1.042 -5.316 -0.643 -0.30 0.11 -0.33 0.00
H 2.154 -3.118 -0.944 -0.04 0.05 0.11 0.00
H 0.866 -2.983 0.262 -0.06 -0.02 -0.16 0.00
C -0.767 -5.717 -0.914 -0.05 -0.16 0.01 0.00
C 1.627 -6.043 0.984 0.07 0.05 0.17 0.00
C 2.057 -6.064 -2.036 0.03 -0.01 -0.11 0.00
H 2.002 -7.161 -2.016 0.01 0.22 0.00 0.00
H 3.117 -5.783 -1.973 -0.18 -0.04 0.00 0.00
H 1.677 -5.731 -3.012 0.09 -0.05 0.15 0.00
H -1.360 -5.427 -0.037 0.03 -0.06 -0.18 0.00
H -0.920 -6.786 -1.103 -0.08 0.17 0.06 0.00
H -1.135 -5.152 -1.781 0.02 -0.15 0.16 0.00
H 1.217 -5.480 1.833 0.07 -0.13 -0.09 0.00
H 2.722 -6.036 1.064 -0.20 0.01 0.01 0.00
H 1.292 -7.086 1.080 0.09 0.24 -0.04 0.00
Br -1.280 -1.631 3.082 0.30 0.52 0.09 0.13



No. 2
17
Properties=species:S:1:pos:R:3:forces:R:3:mulliken_charge:R:1 method="wB97M-V/def2-TZVPD" de_lowest_kcal_mol=29.69 homo_lumo_gap_ev=9.3 e_homo_ev=-8.3
C 1.210 -0.401 0.117 -0.60 0.89 0.35 -0.93
C -0.030 -0.781 -0.210 0.57 -1.14 -0.54 0.14
N -0.761 -1.823 0.371 0.12 0.53 0.45 -0.29
C -1.266 -2.818 -0.556 -0.34 -0.09 0.14 -0.86
H 1.647 -0.630 1.083 0.15 -0.50 -0.18 0.22
H 1.695 0.384 -0.448 -0.10 0.07 0.02 0.28
H -0.512 -0.425 -1.115 0.15 0.17 -0.03 0.32
H -0.280 -2.221 1.168 -0.05 -0.05 -0.12 0.22
H -1.962 -3.477 -0.033 -0.01 0.05 -0.05 0.30
H -1.818 -2.303 -1.342 -0.01 -0.09 -0.04 0.31
H -0.498 -3.447 -1.020 0.13 0.14 -0.01 0.29
C 0.508 2.945 0.825 0.32 0.60 -0.03 -0.68
S 0.925 3.405 -0.892 -0.25 -0.21 -0.02 -0.21
H 1.416 2.566 1.290 -0.11 -0.29 -0.06 0.23
H 0.230 3.839 1.381 -0.23 -0.06 -0.06 0.32
H -0.285 2.210 0.838 0.07 -0.13 0.10 0.23
H -0.219 2.976 -1.457 0.19 0.12 0.09 0.11